38
Properties=species:S:1:pos:R:3:nbo_charge:R:1 method="wB97M-V/def2-TZVPD" total_energy_ha=-806.1239 gap_ev=8.409 lumo_energy_ev=0.92 smiles=Cc1c[nH]c2ccccc12.Cc1c[nH]c2ccccc12
N -3.25 2.16 3.26 -0.531
N 3.08 -3.37 -3.01 -0.539
C 2.88 -1.95 -1.18 -0.089
C -1.50 2.31 1.88 -0.091
C -2.85 1.95 1.95 0.116
C -1.30 1.84 -0.40 -0.233
C 0.62 -3.58 -3.67 -0.271
C -3.50 1.79 0.69 -0.226
C 1.72 -3.09 -2.93 0.159
C 3.76 -2.66 -2.05 -0.014
C -2.70 1.73 -0.45 -0.242
C -0.68 -2.99 -3.41 -0.215
C 3.28 -1.18 0.08 -0.634
C 1.52 -2.11 -1.76 -0.085
C -1.06 2.67 3.17 -0.091
C 0.28 -1.66 -1.54 -0.194
C -0.64 2.18 0.74 -0.191
C 0.20 3.12 3.78 -0.625
C -0.79 -2.07 -2.37 -0.257
C -2.16 2.53 4.05 -0.037
H -3.15 1.96 -1.43 0.218
H -1.60 -3.25 -4.10 0.223
H 4.77 -2.63 -2.06 0.196
H 0.39 2.39 0.84 0.213
H -4.31 2.22 3.49 0.420
H 0.37 2.76 4.78 0.224
H 0.42 4.20 3.71 0.217
H 3.42 -1.78 1.00 0.219
H 2.55 -0.35 0.26 0.220
H -4.60 1.64 0.46 0.222
H -2.37 2.72 5.13 0.218
H 4.29 -0.79 -0.02 0.216
H -1.66 -1.71 -1.98 0.210
H -0.69 1.47 -1.28 0.215
H -0.01 -0.73 -0.77 0.219
H 0.63 -4.40 -4.43 0.221
H 1.01 2.69 3.14 0.205
H 3.61 -4.00 -3.59 0.415